No. 1
This record from OMol25 describes the molecule C10H9F3N2. The level of theory is ωB97M-V/def2-TZVPD.

Results
**HOMO**: -8.95 eV
**Molar mass**: 214.19 u
**Energy relative to the best compared isomer or geometry (same formula, charge and spin)**: 23.2 kcal/mol
**Orbital gap**: 9.28 eV

Last column: Löwdin charge in e.
CARTESIAN COORDINATES (ANGSTROEM)
C: -3.5112 -0.2357 -0.7954  -0.15
C: -2.4897 0.6035 -0.5462  -0.05
C: -2.3050 -1.2559 0.6316  -0.15
C: 1.5293 1.8001 1.0292  -0.10
C: 0.1192 1.4992 1.0739  -0.07
C: 2.3169 1.2967 0.0680  -0.09
C: -0.4148 0.3719 0.6130  -0.07
C: 1.8472 0.4787 -1.0753  -0.14
C: 0.8757 -0.7110 -0.6342  0.02
C: 1.4921 -1.7191 0.1749  -0.67
N: -3.3446 -1.4472 -0.1350  0.07
N: -1.6743 -0.0344 0.4376  -0.07
F: 2.7399 -2.0639 -0.3052  0.10
F: 1.6698 -1.2790 1.4294  0.14
F: 0.8021 -2.8394 0.2623  0.16
H: -4.3061 -0.2723 -1.5278  0.10
H: -2.1140 1.5316 -0.9954  0.13
H: -1.9655 -1.9893 1.3342  0.12
H: 1.8691 2.2974 1.9865  0.13
H: -0.4466 2.2131 1.7155  0.13
H: 3.2964 1.6177 0.0589  0.08
H: 1.3637 1.0679 -1.8370  0.11
H: 2.6281 -0.0708 -1.6027  0.11
H: 0.0222 -0.8599 -1.3607  0.15

Atoms 1-6, force components in eV/Å:
C -0.205 -1.418 -1.075
C 0.859 0.555 0.350
C 0.357 -0.360 -0.332
C 0.625 -0.550 0.724
C -1.155 -0.156 1.091
C -1.388 0.801 0.654


No. 2
This record from OMol25 describes a structure of composition C2H5MgNiO3. The level of theory is ωB97M-V/def2-TZVPD.

Results
**HOMO (alpha / beta)**: -6.51 / -8.78 eV
**Molar mass**: 160.06 u
**Energy relative to the best compared isomer or geometry (same formula, charge and spin)**: 0.0 kcal/mol
**Orbital gap (alpha / beta)**: 5.95 / 7.94 eV
**Spin multiplicity**: 4

Last column: Löwdin charge in e.
CARTESIAN COORDINATES (ANGSTROEM)
O: 1.4665 0.1565 -0.9369  -0.36
C: 1.2779 0.9510 0.1947  -0.37
C: -0.1929 1.1270 0.6139  -0.31
O: -0.8658 -0.0682 0.3480  -0.51
Ni: -1.4686 -1.7368 0.8349  0.67
H: 1.7468 1.9497 0.0993  0.11
H: 1.7864 0.4279 1.0341  0.11
H: -0.6860 1.9494 0.0612  0.12
H: -0.2455 1.4220 1.6776  0.12
Mg: -0.1534 -0.7513 -1.3762  0.85
O: -1.2508 -2.3025 -1.0467  -0.45
H: -1.4147 -3.1247 -1.5038  0.00

Atoms 1-6, force components in eV/Å:
O -0.898 0.060 -0.879
C 0.635 -0.310 0.616
C 0.365 0.774 0.361
O -0.535 0.106 -0.908
Ni -0.617 -0.898 1.063
H -0.139 -0.251 -0.054


No. 3
This record from OMol25 describes a cluster of 3 separate species, C2H10N2O2 in total. The level of theory is ωB97M-V/def2-TZVPD.

Results
**HOMO**: -9.12 eV
**Molar mass**: 94.11 u
**Energy relative to the best compared isomer or geometry (same formula, charge and spin)**: 25.3 kcal/mol
**SMILES string**: C/N=C\N.O.O
**Orbital gap**: 9.42 eV

Last column: Löwdin charge in e.
CARTESIAN COORDINATES (ANGSTROEM)
C: 2.6467 1.6948 1.0974  -0.12
N: 1.4745 -0.9295 0.0237  0.07
C: 1.3333 0.3728 -0.4924  -0.32
N: 1.8513 1.4531 -0.1182  -0.04
H: 2.0488 2.3431 1.7354  0.07
H: 3.5056 2.3285 0.8790  0.07
H: 2.8863 0.7423 1.5567  0.05
H: 0.6502 -1.4995 0.0666  0.07
H: 2.1648 -0.9908 0.7531  0.06
H: 0.9411 0.3841 -1.4976  0.10
H: -3.6582 -0.5896 0.7763  0.05
H: -2.3028 -1.2409 1.2074  0.05
O: -2.9245 -1.1361 0.4681  -0.06
H: -4.2461 -1.2947 -2.0480  0.02
H: -2.9205 -0.5826 -1.8789  0.01
O: -3.4506 -1.0550 -2.5285  -0.06

Atoms 1-6, force components in eV/Å:
C -1.269 -0.388 -0.978
N 0.430 1.082 -0.128
C 0.969 -0.769 -0.156
N 0.547 1.359 0.168
H -0.201 -0.324 0.377
H 0.238 -0.519 -0.297